(1)
Molecular formula: C15H17N3O3STc
Method: DFT, ωB97M-V/def2-TZVPD

Geometry (Å):
C (4.394, -0.712, -1.914)
C (-3.376, -3.035, 0.396)
H (-1.172, 2.559, 5.384)
C (3.342, -1.114, -1.109)
C (-1.658, -0.872, -0.315)
C (-2.639, 1.401, 1.347)
H (1.141, 1.503, -1.833)
H (5.309, -1.317, -2.067)
C (4.279, 0.414, -2.785)
H (-2.463, 2.340, 0.772)
Tc (-0.938, 0.391, 1.491)
N (-1.784, -1.377, 0.937)
H (-4.135, -3.781, 0.641)
H (6.363, 0.297, -3.474)
C (1.989, 0.815, -1.878)
O (0.584, -2.309, -0.589)
C (-2.520, -2.474, 1.307)
C (2.129, -0.365, -1.160)
H (-3.452, 0.893, 0.823)
N (-0.561, -0.004, -0.420)
S (0.824, -0.986, -0.133)
H (-2.776, 2.913, 4.987)
H (3.141, 2.280, -3.000)
H (-2.463, -0.812, -2.204)
N (-1.849, 2.743, 4.650)
H (-3.731, 2.478, 3.043)
H (3.323, -2.008, -0.494)
C (-3.018, 1.662, 2.826)
C (-3.435, -2.406, -0.905)
H (-3.444, 0.761, 3.296)
C (-1.778, 2.031, 3.576)
H (5.483, 1.786, -3.865)
C (3.164, 1.278, -2.571)
O (1.163, -0.735, 1.306)
C (-2.552, -1.365, -1.277)
O (-0.631, 1.695, 3.085)
H (-2.415, -2.841, 2.328)
H (5.059, 0.259, -4.826)
C (5.349, 0.691, -3.814)
H (-4.242, -2.676, -1.559)

Force components x, y, z for each atom (eV/Å):
0.2 -1.0 -0.4
-0.5 1.3 -1.8
0.4 0.6 -0.2
0.9 0.2 -0.9
-1.9 -3.3 -0.2
-1.4 1.1 0.3
0.1 -0.6 0.1
-0.8 0.3 0.6
1.1 -0.6 0.5
0.0 -0.3 0.5
1.2 0.1 2.2
0.9 -0.5 0.4
0.7 0.0 0.0
-1.5 0.1 -0.6
2.0 1.0 -0.6
0.4 -0.5 0.0
0.2 1.1 -0.2
-0.6 1.2 0.1
0.0 -0.1 0.1
1.5 -0.9 -0.7
-1.0 1.0 1.5
-0.4 0.3 0.3
0.1 -0.2 0.0
-0.7 -0.6 -0.4
-0.1 -0.2 1.9
-0.1 -0.3 -0.5
0.4 0.0 -0.1
-0.3 0.8 -0.1
0.7 0.9 1.0
0.2 0.2 -0.1
1.2 -0.7 -2.1
-0.3 -0.4 -0.5
-2.4 -0.3 0.3
-0.1 -0.2 -2.5
0.1 0.3 0.5
-1.2 -0.3 0.5
0.0 0.3 -0.2
0.4 0.6 1.1
0.5 0.0 0.6
0.0 -0.3 -0.4

As for the spin multiplicity: 4. The calculation puts the energy above the lowest of the compared OMol25 structures with the same formula, charge and spin at 0.0 kcal per mole. The total charge is +2. For the HOMO-LUMO gap (alpha / beta), the calculation gives 7.6 / 3.1 eV.

(2)
Molecular formula: C15H17N3O5Pt
Method: DFT, ωB97M-V/def2-TZVPD

Geometry (Å):
H (-1.032, -2.809, 1.028)
C (-2.480, 2.991, 0.055)
C (2.766, 2.141, -0.747)
O (4.843, 0.113, -2.691)
C (1.213, -4.291, 0.279)
H (-0.799, -5.030, 0.219)
H (2.895, -3.101, 0.070)
C (2.921, 0.104, 2.080)
C (-3.844, 1.201, -0.952)
H (3.642, 2.757, -0.574)
H (1.661, -5.258, 0.063)
O (3.274, -1.102, -1.494)
C (-5.951, 4.180, -0.389)
H (-0.225, -4.384, -1.318)
H (-3.507, 4.816, 0.453)
C (-2.592, 1.662, -0.445)
N (-0.762, -2.903, 0.055)
H (1.222, -4.141, 1.358)
H (2.117, -3.371, -1.335)
H (2.384, 2.130, 2.260)
C (3.976, -0.295, -2.032)
H (3.641, -0.765, 3.615)
C (-4.808, 3.327, -0.412)
H (-5.892, 1.682, -1.299)
C (-3.573, 3.807, 0.072)
O (2.153, 1.575, 0.314)
C (-4.934, 2.019, -0.927)
C (-1.505, 0.807, -0.420)
H (3.904, 1.872, 1.405)
N (1.971, -3.190, -0.346)
H (-3.918, 0.200, -1.357)
H (-1.524, 3.345, 0.417)
C (2.884, 1.507, 1.517)
C (-0.210, -4.236, -0.238)
H (2.083, 2.418, -1.542)
O (3.607, 0.108, 3.195)
N (-6.877, 4.866, -0.368)
C (-0.532, 0.039, -0.395)
H (-1.563, -2.678, -0.523)
Pt (0.983, -1.212, -0.280)
O (2.388, -0.901, 1.630)

Force components x, y, z for each atom (eV/Å):
-0.1 0.0 0.0
0.1 0.0 0.1
0.2 0.3 -0.5
-1.5 0.7 1.1
-0.2 0.1 0.0
-0.1 0.0 0.0
0.0 -0.1 0.0
0.0 0.2 0.1
0.0 0.0 -0.1
0.0 -0.1 0.1
0.1 0.0 0.0
0.5 2.2 -0.3
-0.2 0.1 0.0
0.0 0.0 0.0
0.0 0.0 0.0
-0.1 -0.2 0.0
0.4 0.2 0.2
0.1 0.0 0.0
0.1 -0.1 0.0
0.1 0.1 0.1
1.3 -2.6 -1.0
0.0 -0.1 0.0
0.0 0.0 0.0
0.0 0.0 0.0
-0.1 0.1 0.0
-0.1 -0.4 0.3
0.0 0.0 0.0
0.2 -0.1 0.0
0.1 0.0 0.0
0.6 0.5 0.2
0.0 0.0 0.0
0.0 -0.1 0.0
-0.3 0.0 -0.1
0.1 0.0 0.1
0.0 -0.2 0.0
0.1 0.0 0.0
0.2 -0.1 0.0
0.3 0.9 0.1
0.0 0.1 0.0
-1.3 -1.2 0.2
-0.3 -0.1 -0.3

As for the spin multiplicity: 5. The total charge is +2. For the HOMO-LUMO gap (alpha / beta), the calculation gives 7.1 / 6.4 eV.

(3)
Molecular formula: C15H17NO9S
Method: DFT, ωB97M-V/def2-TZVPD

Geometry (Å):
H (1.708, 0.991, -5.264)
C (-2.017, -3.437, -2.121)
C (-4.148, 1.226, 4.891)
C (2.760, 1.283, -5.232)
C (0.754, -2.657, -1.967)
C (4.193, -0.894, -2.843)
H (-4.036, 0.140, 4.868)
H (5.247, 1.956, -3.632)
O (-1.774, 1.428, 4.428)
O (4.225, -1.920, -2.227)
O (-2.404, -2.978, 0.324)
H (1.858, 0.107, 1.830)
C (3.378, 0.893, -3.908)
C (4.877, 0.961, -3.886)
C (-2.838, 1.886, 5.261)
S (-2.025, -1.838, 1.503)
O (5.204, 0.020, -2.866)
O (-3.302, -1.604, 2.215)
C (-1.492, -2.981, -0.763)
C (-0.449, 0.089, 1.372)
O (-1.661, -0.335, 0.797)
O (3.147, -0.485, -3.614)
H (3.252, 0.774, -6.064)
H (-3.195, 3.942, 5.854)
N (0.310, -3.060, -3.220)
H (2.933, 1.484, -3.099)
O (0.236, 2.339, 3.934)
C (0.749, 0.141, 1.637)
C (-0.873, 2.448, 4.359)
H (0.439, -2.278, 0.285)
C (-2.803, 3.367, 5.012)
H (-1.430, -3.793, -4.260)
H (-3.075, -3.779, -2.289)
H (-3.324, 3.668, 4.098)
C (-0.031, -2.594, -0.685)
O (-1.409, 3.608, 4.836)
H (1.859, -2.326, -1.897)
H (-4.931, 1.485, 5.608)
H (-4.477, 1.529, 3.894)
C (-1.030, -3.441, -3.253)
H (2.831, 2.361, -5.393)
H (5.343, 0.632, -4.821)
H (-2.577, 1.644, 6.297)

Force components x, y, z for each atom (eV/Å):
0.1 0.1 0.1
3.3 1.0 0.9
0.0 -0.3 -0.3
-0.2 -0.3 -0.2
-0.7 0.1 1.1
0.0 -0.7 0.3
0.0 0.1 0.1
0.1 -0.2 0.1
0.5 0.5 0.0
-0.1 0.7 -0.4
1.0 1.6 -1.3
-2.1 0.4 -0.1
-0.5 0.6 -0.8
0.4 0.5 0.1
-1.0 -0.5 0.0
-1.8 -0.3 3.0
-0.4 -0.4 0.1
2.2 -0.6 -1.9
1.9 -0.6 -3.5
1.0 -1.3 -1.3
1.8 0.9 0.9
0.6 -0.3 0.5
0.1 0.0 0.1
0.2 0.0 -0.1
-2.2 0.1 3.1
0.1 0.0 0.0
-0.5 0.2 0.3
-1.1 -0.3 -0.3
0.6 -0.1 -0.3
-0.5 -0.3 -1.3
-0.2 0.5 0.4
0.7 0.5 1.5
1.3 0.5 0.4
-0.1 -0.2 0.0
-2.1 -1.1 -2.5
0.2 -0.4 -0.2
-1.9 -0.7 -0.2
0.1 0.0 0.0
0.1 0.0 0.1
-0.8 0.1 1.6
0.0 -0.1 0.1
-0.2 0.0 0.0
0.0 0.1 0.0

For the HOMO-LUMO gap, the calculation gives 9.7 eV.

(4)
Molecular formula: C15H18B3F2N10Tl
Method: DFT, ωB97M-V/def2-TZVPD

Geometry (Å):
Tl (0.555, -0.191, -0.839)
C (-0.132, 0.149, 3.869)
H (0.466, -1.395, 2.329)
H (0.685, 5.295, 1.786)
N (-1.670, -2.127, 0.827)
N (0.309, -4.271, 0.037)
B (-1.243, -4.504, -0.054)
H (-1.549, -5.314, 0.815)
H (-1.092, 3.741, 2.371)
N (-2.086, 2.735, 0.652)
C (-3.850, -1.897, 0.299)
N (0.998, 2.824, -0.284)
H (-3.669, 1.829, -1.917)
H (-5.296, 2.779, 0.103)
C (0.150, -0.398, 2.603)
H (-4.839, -1.480, 0.195)
H (2.796, 5.577, 0.048)
N (-2.110, 2.247, -0.604)
H (3.023, -2.658, 0.142)
F (3.471, 0.586, 1.290)
H (-2.619, -0.362, 1.398)
N (-0.424, 1.628, 2.253)
H (-3.493, 3.413, 2.078)
C (2.011, 3.589, -0.655)
H (3.362, -5.401, 0.213)
C (1.028, 4.651, 0.993)
N (0.994, -3.107, 0.051)
C (2.280, -3.442, 0.122)
F (4.140, 0.304, -0.805)
N (-0.028, 0.499, 1.653)
H (-1.501, -4.968, -1.158)
C (-3.386, -3.109, -0.177)
C (-3.390, 2.216, -0.947)
C (-0.493, 1.451, 3.586)
C (-2.721, -1.323, 0.916)
N (-2.082, -3.211, 0.146)
C (-4.221, 2.694, 0.087)
N (0.399, 3.484, 0.729)
C (1.152, -5.315, 0.095)
H (0.768, -6.323, 0.095)
H (-3.882, -3.897, -0.722)
H (-0.080, -0.331, 4.832)
C (-3.333, 3.023, 1.086)
H (2.666, 3.254, -1.446)
C (2.080, 4.773, 0.113)
H (-0.799, 2.260, 4.229)
B (-0.803, 2.929, 1.514)
B (3.060, 0.251, 0.042)
C (2.445, -4.836, 0.158)

Force components x, y, z for each atom (eV/Å):
0.2 0.1 0.0
0.0 0.0 -0.2
-0.1 0.1 0.0
0.0 0.0 0.0
-0.2 -0.2 0.0
-0.1 0.0 0.1
0.0 0.1 0.0
0.1 0.0 0.0
0.1 0.0 0.0
0.3 0.3 0.0
0.1 0.0 0.0
0.0 0.4 0.3
0.0 0.0 0.0
0.0 0.0 0.0
0.2 -0.3 0.2
0.0 0.0 0.0
0.0 0.0 0.0
-0.2 0.1 0.3
0.0 0.0 0.0
0.1 0.1 0.1
0.0 0.0 0.0
-0.2 0.4 0.1
0.0 0.0 0.0
0.1 0.1 -0.1
0.0 0.0 0.0
0.0 -0.2 -0.2
0.0 -0.3 -0.1
0.0 0.1 0.0
0.2 0.1 0.0
0.0 0.0 -0.1
-0.1 0.1 0.1
0.1 0.2 0.0
-0.1 -0.1 0.0
0.0 -0.1 0.1
-0.2 0.0 0.0
0.1 -0.1 0.0
0.1 0.0 -0.2
-0.3 0.0 -0.1
0.0 0.0 0.1
0.0 0.0 0.0
0.0 0.0 0.0
0.0 0.0 0.0
0.1 -0.2 0.0
0.0 0.0 0.0
0.0 -0.2 -0.1
0.0 0.0 0.0
-0.1 -0.1 0.0
-0.4 -0.2 -0.1
0.1 0.1 -0.1

The calculation puts the energy above the lowest of the compared OMol25 structures with the same formula, charge and spin at 90.0 kcal per mole. The total charge is -2. For the HOMO-LUMO gap, the calculation gives 5.4 eV.

Energy values (in hartree) by entry order: -1450.03299, -1240.80383, -1711.69770, -1576.94574.